(1)
Formula: C50H88N8O24
Source: the Open Molecules 2025 dataset
Level of theory: wB97M-V/def2-TZVPD

Values from the calculation:
HOMO   -0.301 Eh
E_LUMO   -2.29 eV
M   1185.286 Da

```
! RIJCOSX wB97M-V def2-TZVPD def2/J DEFGRID3
* xyz 0 1
C 4.41538 4.89624 -1.64316
O 3.24623 4.87529 -0.76054
C 2.39828 3.69721 -0.60856
C 3.19199 2.47848 0.06846
O 3.01739 2.48881 1.52180
C 3.62773 1.40778 2.14102
H 5.27583 4.79053 -0.98244
H 4.59558 5.82152 -2.19041
H 4.45564 4.12410 -2.41145
H 1.98875 3.61543 -1.61540
H 1.58052 4.07252 0.00668
H 4.26708 2.52175 -0.10592
H 2.82486 1.51111 -0.27437
H 3.30530 1.32965 3.17931
H 4.69686 1.56849 2.27965
H 3.38469 0.38879 1.83985
C 5.83450 -5.72999 -1.84063
O 6.32585 -4.90448 -0.74018
C 5.46855 -3.88995 -0.37571
C 4.03769 -4.44258 0.05732
O 3.24465 -3.53362 0.79692
C 2.96354 -2.33159 0.06460
H 4.86057 -6.18725 -1.66608
H 6.55362 -6.51376 -2.07867
H 5.69058 -5.15243 -2.75376
H 5.52168 -3.17145 -1.19365
H 5.93044 -3.39915 0.48095
H 4.18636 -5.34799 0.64572
H 3.59897 -4.60492 -0.92720
H 3.81902 -1.72736 -0.23733
H 2.42798 -1.53280 0.57763
H 2.53324 -2.63047 -0.89123
C -3.53303 -3.92509 1.04286
O -3.53850 -4.45097 2.17892
N -4.44534 -2.99554 0.59103
C -4.49020 -2.55938 -0.76679
C -5.66166 -2.67658 1.38383
H -2.83062 -4.17936 0.23406
H -3.42962 -2.59397 -1.01595
H -4.80382 -1.51890 -0.85120
H -5.00447 -3.25016 -1.43496
H -5.95078 -3.42010 2.12659
H -5.55758 -1.64680 1.72565
H -6.49456 -2.63328 0.68205
C 0.53823 3.31645 6.16629
O 0.70250 3.84448 5.05730
N 0.79574 3.96335 7.33063
C 0.59540 3.22636 8.60263
C 1.14249 5.32251 7.53060
H 0.25101 2.26328 6.30962
H 0.25766 2.21333 8.38394
H -0.15812 3.61141 9.28969
H 1.54439 3.24198 9.13860
H 1.13381 6.02462 6.69690
H 0.51941 5.69284 8.34469
H 2.18375 5.28858 7.85112
C -3.21748 -1.14851 -3.70249
O -4.00132 -0.38576 -3.11436
N -3.64520 -2.24234 -4.37357
C -2.79237 -3.19095 -5.05381
C -5.07848 -2.48519 -4.54397
H -2.11849 -1.11025 -3.64825
H -1.80932 -2.73959 -5.18794
H -3.05676 -3.64789 -6.00742
H -2.65733 -3.95268 -4.28593
H -5.12015 -3.57218 -4.61327
H -5.71480 -2.25250 -3.69013
H -5.44169 -2.18046 -5.52545
C -2.55669 -1.84996 4.31967
O -2.77423 -3.04855 4.22927
N -3.40855 -0.86897 4.63670
C -2.96474 0.51890 4.86608
C -4.84822 -1.19499 4.75462
H -1.50427 -1.55390 4.18947
H -2.04395 0.74349 4.32775
H -2.92330 0.82259 5.91210
H -3.76800 1.15648 4.49678
H -5.10139 -2.23863 4.56804
H -5.24018 -0.84841 5.71084
H -5.52765 -0.65542 4.09480
C -3.07146 7.30047 0.59834
O -4.14650 6.76500 0.64834
N -1.94941 6.69692 0.17404
C -0.80360 7.56160 -0.32733
C -1.70584 5.21611 0.10100
H -2.99489 8.39881 0.59772
H -1.04552 8.62346 -0.28222
H -0.75095 7.26646 -1.37529
H 0.08030 7.27996 0.24494
H -1.74377 5.02441 -0.97134
H -0.71596 5.03005 0.51769
H -2.46421 4.56218 0.53154
C -1.16069 -4.60901 -2.17059
O -0.99839 -3.35934 -2.15742
N -0.25014 -5.53076 -2.56196
C -0.68673 -6.86475 -2.77333
C 1.14214 -5.23017 -2.83719
H -2.07676 -5.18496 -1.96735
H 0.16714 -7.35809 -3.23770
H -1.55231 -6.83619 -3.43519
H -0.89778 -7.40220 -1.84882
H 1.17148 -4.74825 -3.81443
H 1.55062 -4.52954 -2.10893
H 1.75747 -6.11793 -2.98331
C -4.31992 2.84870 1.77371
O -4.57328 2.60255 2.93050
N -4.03536 1.84808 0.88108
C -3.59805 2.21358 -0.46251
C -3.83351 0.43869 1.15509
H -4.37296 3.78019 1.18917
H -2.55572 1.94947 -0.64109
H -4.01569 3.15794 -0.81160
H -4.17493 1.68057 -1.21830
H -3.81120 0.30507 2.23665
H -4.76200 0.01347 0.77405
H -2.94449 0.15626 0.59120
C -1.62326 3.90066 -3.95611
O -1.74353 3.31667 -2.87669
N -1.41739 3.28673 -5.16606
C -1.36582 4.02432 -6.37532
C -1.33643 1.81145 -5.34318
H -1.67510 4.99096 -4.10016
H -2.04449 3.67159 -7.15191
H -0.44069 4.08506 -6.94850
H -1.45866 5.07239 -6.09064
H -2.26021 1.35351 -5.69675
H -0.46462 1.47763 -5.90586
H -1.21943 1.41811 -4.33338
C 4.07779 -4.47082 3.64163
C 2.73358 -4.32321 3.74614
C 1.92663 -3.11967 3.76780
O 0.71713 -2.94927 3.92857
C 2.79524 -1.95551 3.79896
C 4.10722 -2.03570 3.69217
C 4.90700 -3.31343 3.51680
O 6.14611 -3.35363 3.40717
O 4.87385 -0.90246 3.76867
O 2.01551 -5.43800 3.77183
H 4.53930 -5.44535 3.58077
H 2.36721 -0.97121 3.91870
H 5.81153 -1.08856 3.68074
H 1.10410 -5.28812 3.51014
C -0.25498 1.45949 -0.23649
C -0.12841 1.62309 1.11600
C -0.03344 0.60403 2.16487
O -0.05378 0.94343 3.32162
C -0.34645 -0.64635 1.67256
C -0.41592 -0.89891 0.34808
C -0.28434 0.08959 -0.71841
O -0.32386 -0.21898 -1.87158
O -0.53666 -2.18886 0.07053
O 0.00859 2.86347 1.57392
H -0.32157 2.33055 -0.87148
H -0.58840 -1.35039 2.45499
H -0.46361 -2.31387 -0.87850
H -0.03565 2.86664 2.53291
C 3.87801 0.85537 -5.96348
C 4.47113 0.00690 -5.13057
C 4.02449 -0.30344 -3.71312
O 4.40509 -1.24425 -3.01775
C 2.92354 0.48540 -3.36230
C 2.33124 1.46542 -4.11959
C 2.69386 1.62799 -5.50834
O 2.08149 2.43239 -6.23405
O 1.21309 2.08880 -3.63369
O 5.46900 -0.83148 -5.58487
H 4.25738 0.92783 -6.97206
H 2.57940 0.27809 -2.35981
H 0.74209 2.58545 -4.30681
H 6.05809 -0.96169 -4.83813
*
```

These are the Mulliken partial charges, in e, on atoms 1 to 99:
1 C -0.7909
2 O -0.5358
3 C 0.2790
4 C 0.3526
5 O -0.3588
6 C -0.7971
7 H 0.3175
8 H 0.2982
9 H 0.2531
10 H -0.0176
11 H -0.2093
12 H 0.8338
13 H -0.3628
14 H 0.3199
15 H 0.3971
16 H 0.1116
17 C -0.6651
18 O -0.4615
19 C -0.0989
20 C -0.1163
21 O -0.1150
22 C -0.2113
23 H 0.2449
24 H 0.3009
25 H 0.2672
26 H 0.2441
27 H 0.2536
28 H 0.4219
29 H -0.2219
30 H 0.3990
31 H -0.2992
32 H 0.0419
33 C 0.2838
34 O -0.6286
35 N 0.4276
36 C -0.5628
37 C -0.9030
38 H 0.1027
39 H -0.2298
40 H 0.4006
41 H 0.3292
42 H 0.3387
43 H 0.1670
44 H 0.3874
45 C 0.6348
46 O -0.6961
47 N 0.1077
48 C -0.9282
49 C -0.9457
50 H -0.0147
51 H 0.2671
52 H 0.3321
53 H 0.3318
54 H 0.3115
55 H 0.2813
56 H 0.3422
57 C 0.3706
58 O -0.7208
59 N 0.3445
60 C -1.0531
61 C -1.1314
62 H 0.1667
63 H 0.2755
64 H 0.4277
65 H 0.3401
66 H 0.4277
67 H 0.3213
68 H 0.3079
69 C 0.2107
70 O -0.6484
71 N 0.1737
72 C -0.7425
73 C -1.0204
74 H 0.3607
75 H 0.0432
76 H 0.3660
77 H 0.3602
78 H 0.2774
79 H 0.4010
80 H 0.2947
81 C -0.0175
82 O -0.5517
83 N 0.2688
84 C -0.8336
85 C 0.0325
86 H 0.2965
87 H 0.3367
88 H 0.2494
89 H 0.2807
90 H 0.0750
91 H 0.1763
92 H -0.3164
93 C -0.4312
94 O -0.7408
95 N 0.2657
96 C -1.0194
97 C -0.5089
98 H 0.5274
99 H 0.3351


(2)
Formula: C50H90Br2Cl25FN4O4PS
Source: the Open Molecules 2025 dataset
Level of theory: wB97M-V/def2-TZVPD

Values from the calculation:
HOMO   -0.356 Eh
E_LUMO   -3.14 eV
M   1939.466 Da

```
! RIJCOSX wB97M-V def2-TZVPD def2/J DEFGRID3
* xyz 1 1
C 4.21851 -3.45941 2.41587
C 4.16828 -1.91589 2.03196
P 2.53544 -1.50745 1.29761
C 2.37739 -1.43828 -0.52381
C 3.38153 -2.51020 -1.13612
C 1.45195 -0.28667 2.28308
C 1.62927 -0.84419 3.75490
N 0.65539 -0.35129 4.73856
N 0.09861 -0.44365 1.71032
C -0.74813 -1.55532 2.11912
C -0.43839 -2.94517 1.40890
C 0.14194 -4.01568 2.41347
S -0.73073 -5.59869 2.32526
O -1.26484 -5.88861 1.01379
O -1.70148 -5.62401 3.39898
O 0.42087 -6.69622 2.73040
C -0.51036 0.69711 1.26014
N -1.69902 1.11262 1.61075
C -2.34350 2.35103 1.15283
O -3.29808 2.07920 0.15028
C -4.29336 1.19694 0.58241
C -5.09378 1.34853 1.75335
C -6.12475 0.44385 2.16443
C -6.87845 0.74856 3.48695
C -6.39480 -0.67987 1.32063
C -5.59964 -0.86127 0.13346
C -4.55268 0.04878 -0.25775
C -3.75021 -0.19249 -1.56864
C -4.20710 0.84769 -2.67562
C -3.95567 -1.61890 -2.17780
N 0.22257 1.56763 0.39978
Cl 0.24165 1.03545 -1.22706
C 1.55655 1.97334 0.93413
C 1.99880 1.20639 2.19897
F 1.25030 1.91229 3.23281
C 3.45069 1.40854 2.69237
Br 3.70405 1.79687 4.60847
C 4.62404 1.38453 2.02056
C 6.00665 1.66987 2.66879
Br 4.69666 0.97072 0.14127
H 5.26795 -3.80621 2.32115
H 3.78294 -3.65084 3.42204
H 3.63257 -4.02602 1.65364
H 5.00422 -1.77775 1.30442
H 4.47034 -1.36579 2.94844
H 2.59689 -0.48257 -1.04812
H 1.37327 -1.75910 -0.89507
H 2.94859 -3.52996 -1.11458
H 4.39475 -2.44855 -0.67448
H 3.53830 -2.19570 -2.19709
H 1.45914 -1.94981 3.64152
H 2.69056 -0.76947 4.08720
H 0.36723 -1.07314 5.39064
H -0.13453 0.07696 4.26812
H -1.79335 -1.35144 1.77185
H -0.86114 -1.78021 3.19956
H 0.21573 -2.83308 0.52609
H -1.38992 -3.39670 1.03101
H 1.22521 -4.15556 2.20184
H 0.07434 -3.67953 3.47250
H 0.08439 -7.56923 2.45208
H -2.25237 0.54100 2.25451
H -1.65551 3.15184 0.83642
H -2.89740 2.75258 2.03807
H -4.89384 2.23359 2.39898
H -7.94660 0.95357 3.27033
H -6.39231 1.62471 3.97766
H -6.73824 -0.10362 4.18817
H -7.21219 -1.38148 1.60359
H -5.86059 -1.75153 -0.47017
H -2.66318 -0.07793 -1.35395
H -5.29113 1.07025 -2.58683
H -3.61869 1.78651 -2.59210
H -4.00317 0.42721 -3.69547
H -3.46157 -1.77361 -3.15780
H -5.05290 -1.76528 -2.33908
H -3.65973 -2.41633 -1.45349
H 1.44009 3.04525 1.23521
H 2.24712 1.98543 0.07250
H 6.14589 0.87165 3.44220
H 5.98680 2.62116 3.22907
H 6.80756 1.60525 1.91003
Cl 7.40463 4.29628 -0.01812
C 5.97177 5.35696 -0.16178
C 5.50138 5.85694 1.18001
Cl 4.80270 4.53408 2.15117
H 5.18611 4.78940 -0.67852
H 6.26487 6.19836 -0.79152
H 4.71614 6.59996 1.05028
H 6.31799 6.31808 1.74222
Cl 7.73546 7.88768 1.70368
C 8.74636 8.12653 3.15361
C 7.91898 8.33061 4.39999
Cl 7.04804 9.88472 4.38342
H 9.40568 8.97265 2.96747
H 9.36168 7.23309 3.25917
H 8.56962 8.34065 5.27428
H 7.18673 7.53465 4.52860
Cl -7.25976 1.29560 -0.79916
C -8.67926 2.35412 -1.00095
C -9.23651 2.80747 0.32680
Cl -9.97724 1.46453 1.23559
H -9.42372 1.81444 -1.58456
H -8.35413 3.21888 -1.58040
H -10.01714 3.55105 0.16568
H -8.46422 3.25334 0.95259
Cl 2.91962 -5.99805 -0.87523
C 1.30514 -6.06940 -1.62968
C 1.31407 -6.85354 -2.91945
Cl 2.21351 -6.01333 -4.20803
H 0.95916 -5.04762 -1.78578
H 0.63999 -6.54694 -0.90899
H 0.29305 -6.98374 -3.27788
H 1.75704 -7.83903 -2.78472
Cl -8.12853 -3.17347 1.61894
C -9.68224 -3.44211 0.78550
C -9.50337 -4.18691 -0.51515
Cl -8.66234 -3.20164 -1.74038
H -10.15349 -2.47322 0.63246
H -10.31005 -4.02090 1.46234
H -10.47863 -4.44399 -0.92823
H -8.93827 -5.10720 -0.37571
Cl -10.36587 -1.33998 3.32741
C -12.08340 -1.21875 3.79142
C -12.89093 -2.39842 3.30451
Cl -13.05995 -2.41224 1.52970
H -12.47219 -0.27932 3.40103
H -12.11457 -1.17415 4.88004
H -13.89824 -2.35079 3.71778
H -12.44177 -3.34273 3.60858
Cl 3.55156 4.55267 -1.73777
C 1.83723 5.06169 -1.71436
C 1.66988 6.52901 -1.40269
Cl 2.10523 6.91404 0.28015
H 1.31246 4.43843 -0.99115
H 1.43475 4.84690 -2.70491
H 0.62571 6.81376 -1.53110
H 2.27621 7.14962 -2.06056
Cl 3.00059 1.64383 -3.39875
C 2.53992 0.11056 -4.18595
C 1.72762 0.33461 -5.43697
Cl 0.11329 0.99315 -5.06347
H 1.99077 -0.48977 -3.45937
H 3.46548 -0.41201 -4.42883
H 1.57464 -0.61276 -5.95391
H 2.22293 1.01865 -6.12327
Cl -2.21981 -1.41512 -5.95135
C -3.04005 -1.16294 -7.51380
C -3.85511 0.10554 -7.51243
Cl -5.26772 -0.01640 -6.43393
H -3.65674 -2.03590 -7.72148
H -2.26232 -1.10682 -8.27577
H -4.23713 0.30540 -8.51355
H -3.25921 0.96172 -7.19919
Cl 5.46219 -6.83122 2.30394
C 3.98742 -7.33535 3.16826
C 3.50514 -8.69306 2.71859
Cl 2.88718 -8.66159 1.04823
H 3.22654 -6.57047 3.01530
H 4.23495 -7.36393 4.22958
H 2.68460 -9.02345 3.35574
H 4.29818 -9.43705 2.77208
Cl 3.52648 -0.40951 -8.53055
C 2.50506 -0.39006 -9.99213
C 1.58894 0.81022 -10.03241
Cl 0.32114 0.73248 -8.78113
H 1.94396 -1.32261 -10.02316
H 3.17895 -0.36875 -10.84836
H 1.08088 0.85354 -10.99566
H 2.14034 1.73903 -9.89617
Cl 10.90745 4.14502 2.34607
C 12.04761 5.21615 1.48928
C 13.03107 5.87344 2.43145
Cl 12.25231 7.06440 3.50420
H 11.46626 5.95221 0.93574
H 12.58528 4.59711 0.77126
H 13.78691 6.41114 1.85925
H 13.53545 5.13861 3.05654
*
```

These are the Mulliken partial charges, in e, on atoms 1 to 99:
1 C -0.7862
2 C -0.6129
3 P -0.1464
4 C 0.0274
5 C -0.7117
6 C 0.6749
7 C -1.5699
8 N -0.4935
9 N 1.5043
10 C -0.3308
11 C -0.8542
12 C -0.1084
13 S 1.3880
14 O -0.6319
15 O -0.6918
16 O -0.3757
17 C -1.0647
18 N 0.2740
19 C -0.7270
20 O -0.4857
21 C 0.3877
22 C -0.8537
23 C 0.3761
24 C -1.1733
25 C 0.0146
26 C -0.4046
27 C 1.0304
28 C 1.9303
29 C -0.8583
30 C -1.4922
31 N 0.3609
32 Cl 0.1061
33 C -0.6277
34 C 1.7831
35 F -0.4591
36 C -1.1722
37 Br -0.0600
38 C 0.0345
39 C -1.6644
40 Br -0.0381
41 H 0.4649
42 H 0.2761
43 H -0.0788
44 H 0.6984
45 H 0.3629
46 H -0.1764
47 H 0.4651
48 H -0.3247
49 H 0.3084
50 H 0.2797
51 H 0.2921
52 H 0.5587
53 H 0.3589
54 H 0.2160
55 H -0.0901
56 H 0.4961
57 H -0.4672
58 H 0.9637
59 H -0.3353
60 H 0.4603
61 H 0.3335
62 H 0.4928
63 H 0.3772
64 H 0.3688
65 H 0.0896
66 H 0.1564
67 H 0.3515
68 H 0.3241
69 H -0.2473
70 H 0.1873
71 H -0.7930
72 H 0.1082
73 H 0.2905
74 H 0.1077
75 H 0.2016
76 H 0.3500
77 H 0.3088
78 H 0.2906
79 H 0.2212
80 H 0.3770
81 H 0.3622
82 H 0.3856
83 Cl -0.1751
84 C 0.3467
85 C -0.2381
86 Cl -0.0741
87 H -0.6645
88 H 0.4888
89 H 0.3166
90 H -0.0382
91 Cl -0.2176
92 C -0.1369
93 C -0.4635
94 Cl -0.1894
95 H 0.4128
96 H -0.0421
97 H 0.3530
98 H 0.2680
99 Cl 0.0770